Computed, not measured: C20H28BClDyF4N2O2 as an isolated structure at a distorted geometry, with the ωB97M-V functional and the def2-TZVPD basis.

Values from the calculation:
HOMO energy (spin up / spin down) = -2.2 / -0.5 eV
HOMO-LUMO gap (spin up / spin down) = 4.87 / 3.20 eV
Maximum force = 3.0 eV/Å
Total charge = -1
Lowest unoccupied orbital energy (spin up / spin down) = 2.63 / 2.65 eV
Spin multiplicity = 6
ΔE to the lowest compared entry with this formula, charge and spin = 321.1 kJ/mol

Structure (XYZ):
```
59
Properties=species:S:1:pos:R:3:forces:R:3
Dy 1.230067 -0.751979 -1.420445 -0.092 0.241 -0.847
Cl 1.981397 -2.638203 -3.077504 -1.368 -1.800 -2.006
N -1.098173 -1.950987 -0.123294 -2.082 0.278 -0.891
N 2.137969 1.253929 -0.187575 -0.397 2.492 0.011
C -1.990768 -2.095174 -1.072802 2.277 0.302 1.747
C 1.904087 2.414696 -0.758405 0.473 -2.636 0.855
C -1.618439 -2.723134 1.049793 0.379 -0.022 -0.481
C -2.584703 -3.693327 0.378580 -0.576 -0.247 -0.301
C -2.380536 -1.820826 2.010457 -0.192 0.349 0.013
C -0.509036 -3.432179 1.796936 -0.016 -0.277 0.144
H -3.222359 -1.316689 1.513041 0.238 -0.062 0.083
H -1.717891 -1.065902 2.442615 -0.083 -0.026 -0.109
H -2.786990 -2.434019 2.826811 0.081 0.116 -0.109
H 0.105151 -4.009627 1.106267 -0.019 0.044 0.136
H -0.961368 -4.112726 2.533731 0.166 0.100 -0.056
H 0.134999 -2.720000 2.326444 -0.139 -0.155 -0.182
C 2.941804 1.531731 1.059453 -0.223 -0.243 -0.668
C 3.187681 3.036055 0.981743 -0.081 0.700 -0.292
C 4.255152 0.781672 1.003885 0.220 -0.168 -0.031
C 2.164104 1.173535 2.314167 -0.209 -0.174 0.125
H 1.195855 1.688745 2.326286 0.100 -0.130 -0.002
H 2.737472 1.493691 3.196341 -0.109 -0.083 -0.146
H 2.005956 0.090640 2.373577 -0.035 0.227 -0.034
H 4.800554 1.081027 0.100774 -0.013 -0.191 0.152
H 4.090301 -0.299489 0.982168 0.117 0.261 -0.035
H 4.854604 1.042678 1.886965 -0.022 -0.092 -0.132
O 2.481442 3.474723 -0.215130 0.399 1.066 0.507
H 4.248595 3.300849 0.874686 -0.273 -0.094 -0.122
H 2.778639 3.606097 1.825274 -0.013 -0.176 -0.140
O -2.884077 -3.068941 -0.912697 -0.876 -0.523 0.351
H -3.550681 -3.829005 0.905916 0.544 0.120 -0.262
H -2.130544 -4.676347 0.204650 -0.055 0.184 -0.175
C -2.037619 -1.211549 -2.290052 -0.006 -0.700 0.408
C 1.045389 2.600295 -1.973840 0.619 -0.009 0.340
C -0.354232 2.099881 -1.668481 -1.649 0.475 0.738
H 1.504671 1.975987 -2.764270 -0.326 0.233 0.202
H 1.100435 3.645336 -2.300371 -0.100 -0.210 0.132
C -0.610824 0.758260 -1.785321 1.445 -0.585 -2.126
C -1.870636 0.227170 -1.840833 -1.023 1.236 0.702
H 2.862786 -2.099456 -2.140637 1.977 0.848 0.742
C -2.929977 1.018354 -1.341518 0.482 -0.459 -0.330
C -2.637355 2.329374 -0.944715 -0.135 0.069 -0.144
C -4.281668 0.394031 -1.191526 -0.694 0.076 0.197
C -1.383118 2.913356 -1.152606 0.665 -0.229 -0.341
H -3.424795 2.931954 -0.495605 0.010 -0.025 -0.072
C -1.050186 4.329005 -0.798995 -0.243 0.641 0.277
H -1.902064 4.882820 -0.388294 0.023 -0.146 -0.058
H -0.697813 4.888180 -1.674418 -0.041 -0.063 0.092
H -0.246386 4.377785 -0.050003 -0.131 -0.033 -0.170
H -4.592769 -0.098043 -2.120168 0.008 0.053 0.116
H -5.066256 1.113829 -0.926642 0.193 -0.006 -0.055
H -4.294651 -0.378349 -0.406759 0.096 0.111 -0.189
H -2.958840 -1.420534 -2.846877 0.167 0.120 0.112
H -1.187127 -1.520259 -2.926228 -0.363 0.271 0.079
F 1.652364 -1.549793 0.497765 1.093 -1.446 2.275
B 2.723765 -2.722239 0.810737 -0.521 1.272 -1.736
F 2.136413 -3.837795 0.272161 0.203 -0.202 0.321
F 3.803653 -2.280353 0.047439 0.004 -0.524 0.841
F 2.896575 -2.698762 2.147346 0.127 -0.151 0.540
```
Forces are in eV/Å.



Computed, not measured: C20H28CeClIN2O2 as an isolated structure at a distorted geometry, with the ωB97M-V functional and the def2-TZVPD basis.

Values from the calculation:
HOMO energy (spin up / spin down) = -2.5 / -2.9 eV
HOMO-LUMO gap (spin up / spin down) = 5.26 / 5.66 eV
Maximum force = 4.0 eV/Å
Total charge = -1
Lowest unoccupied orbital energy (spin up / spin down) = 2.71 / 2.71 eV
Spin multiplicity = 2

Structure (XYZ):
```
55
Properties=species:S:1:pos:R:3:forces:R:3
Ce 0.133555 -0.002235 0.193206 1.129 -0.080 0.756
Cl 2.231099 -0.051186 -1.489394 0.923 -0.032 -0.839
N 0.199121 2.236773 0.093290 -1.220 3.396 -1.632
N 0.126060 -2.241131 0.114951 -1.357 -3.330 -1.591
C -0.289381 2.979562 -0.873058 1.364 -2.522 1.826
C -0.354168 -2.978414 -0.859953 1.385 2.522 1.898
C 1.194805 2.976455 0.861144 -0.142 0.310 -0.047
C 1.517204 4.102700 -0.125099 -0.283 0.252 -0.460
C 2.437294 2.182076 1.251286 0.454 -0.312 -0.126
C 0.461299 3.449939 2.101971 -0.416 0.276 0.244
H 2.931190 1.745407 0.369656 -0.127 0.206 0.220
H 2.221179 1.355874 1.957937 -0.093 0.519 -0.255
H 3.137678 2.863597 1.759381 -0.147 -0.194 -0.113
H -0.436066 4.008049 1.775278 0.390 0.010 0.341
H 1.128810 4.071734 2.709237 -0.219 0.058 0.043
H 0.115451 2.578519 2.694348 0.302 0.649 -0.361
C 1.083990 -2.997619 0.913998 -0.153 -0.317 -0.052
C 1.395943 -4.146974 -0.048882 -0.287 -0.246 -0.479
C 0.311443 -3.431936 2.145777 -0.424 -0.257 0.237
C 2.344067 -2.237662 1.315952 0.461 0.319 -0.101
H 2.857936 -1.815115 0.438410 -0.134 -0.214 0.218
H 3.020210 -2.939439 1.829577 -0.137 0.201 -0.119
H 2.144675 -1.406379 2.021584 -0.095 -0.522 -0.263
H -0.595604 -3.966914 1.807593 0.383 -0.018 0.345
H -0.019267 -2.543263 2.720688 0.287 -0.658 -0.348
H 0.947165 -4.066007 2.774293 -0.221 -0.047 0.038
O 0.252832 -4.136641 -1.007178 0.642 -1.354 0.146
H 1.449049 -5.140825 0.440131 -0.068 0.551 -0.482
H 2.286069 -3.920790 -0.657794 -0.240 -0.248 0.249
O 0.344877 4.117346 -1.051496 0.678 1.318 0.160
H 2.381275 3.838911 -0.756182 -0.233 0.262 0.248
H 1.616328 5.100911 0.348023 -0.103 -0.562 -0.478
C -1.434534 2.557529 -1.737138 -0.245 0.315 0.002
C -1.460962 -2.540425 -1.763807 -0.264 -0.342 -0.046
C -1.354570 -1.210564 -2.530410 -0.162 0.849 -1.067
H -2.359999 -2.466133 -1.118698 0.330 -0.051 -0.217
H -1.599653 -3.362016 -2.462930 -0.184 -0.018 0.028
C -1.200361 0.009249 -1.861686 0.898 0.051 0.492
C -1.346987 1.236018 -2.519306 -0.161 -0.825 -1.099
H -1.760279 0.022371 0.257211 -2.287 0.007 0.619
C -1.591844 1.237621 -3.908875 -0.361 0.059 0.346
C -1.707567 0.024434 -4.606878 0.180 0.009 0.869
C -1.844851 2.520211 -4.648861 0.017 0.236 -0.336
C -1.599365 -1.195781 -3.920587 -0.366 -0.080 0.371
H -1.947038 0.030468 -5.675182 0.147 -0.004 0.328
C -1.861635 -2.469248 -4.673394 0.017 -0.237 -0.331
H -1.988969 -2.235972 -5.737347 0.040 -0.222 0.137
H -2.781726 -2.969750 -4.321431 0.326 0.141 -0.142
H -1.024178 -3.176037 -4.561274 -0.280 0.116 -0.138
H -2.764381 3.020765 -4.295679 0.324 -0.139 -0.139
H -1.968964 2.298170 -5.715740 0.041 0.226 0.142
H -1.005037 3.222238 -4.525830 -0.278 -0.113 -0.140
H -1.603264 3.387193 -2.418765 -0.176 0.030 0.006
H -2.306526 2.470906 -1.056762 0.348 0.044 -0.232
I -0.095731 0.026729 3.242190 -0.204 0.009 1.327
```
Forces are in eV/Å.



Computed, not measured: a 7-piece molecular cluster, C20H28Cl13FN2S overall at a distorted geometry, with the ωB97M-V functional and the def2-TZVPD basis.

Values from the calculation:
HOMO energy = -9.0 eV
HOMO-LUMO gap = 8.40 eV
Maximum force = 2.1 eV/Å
Lowest unoccupied orbital energy = -0.58 eV

Structure (XYZ):
```
65
Properties=species:S:1:pos:R:3:forces:R:3
C 3.657850 0.492711 2.041601 0.812 0.042 -0.161
C 3.749009 1.389068 0.767172 -0.390 0.180 1.259
C 2.466844 2.226502 0.490457 0.432 -0.650 -1.092
F 2.537133 3.466554 1.104852 -0.043 -0.361 0.078
C 1.171739 1.455064 0.750132 -0.026 0.066 -0.050
C 0.781677 0.602590 -0.252663 -0.630 -0.576 0.094
C -0.410821 -0.208362 -0.114903 0.444 0.566 -0.251
C -0.876389 -1.214300 -1.181597 0.625 0.193 1.102
C -0.141384 -2.585391 -0.895713 0.240 0.894 -0.844
C 0.655796 -3.069345 -2.131612 0.168 -0.049 0.840
Cl -1.298614 -3.812177 -0.262376 0.273 0.134 -0.124
C -1.141033 -0.080930 1.034886 -0.463 -0.372 0.045
C -0.779406 0.787083 2.106989 -0.343 -1.243 -1.418
N -1.588333 0.783466 3.215557 1.782 1.192 -0.021
C -1.105415 1.595596 4.127520 -1.299 -0.877 1.207
S -1.999235 1.707668 5.686579 0.125 0.660 0.394
C 0.066506 2.418339 4.008794 0.064 -0.115 -0.268
N 0.815924 2.405789 2.937529 -0.777 -0.474 0.453
C 0.394354 1.545137 1.952993 0.568 0.720 0.001
H 2.851744 0.776060 2.729764 0.196 -0.089 -0.295
H 3.579681 -0.568940 1.761578 -0.275 0.342 0.191
H 4.607484 0.584695 2.598675 -0.431 -0.092 -0.122
H 4.000356 0.748533 -0.089774 -0.194 0.415 0.087
H 4.557623 2.122428 0.925567 -0.269 -0.238 -0.347
H 2.485044 2.423249 -0.599843 -0.143 0.139 0.440
H 1.416795 0.537833 -1.152348 -0.893 0.216 0.849
H -0.618834 -0.824447 -2.177380 -0.185 -0.310 0.233
H -1.964307 -1.308511 -1.067502 0.344 -0.125 -0.316
H 0.586934 -2.399695 -0.092557 -0.421 -0.212 -0.144
H 0.062629 -3.692015 -2.813170 0.190 0.222 0.195
H 1.040269 -2.177170 -2.636947 -0.248 -0.364 -0.094
H 1.551120 -3.601320 -1.765048 -0.490 -0.177 -0.379
H -2.042017 -0.699943 1.135914 0.261 0.389 0.172
H -2.508998 0.475558 5.975210 0.505 0.268 -0.878
H 0.355711 3.065354 4.840326 -0.106 -0.212 -0.216
Cl 3.441087 -1.474437 -5.207795 0.031 0.052 -0.044
C 3.831668 -0.230991 -4.014077 0.151 0.054 0.012
Cl 2.631468 -0.189536 -2.710061 0.596 0.023 -0.480
H 4.805393 -0.447461 -3.587235 -0.093 -0.122 0.045
H 3.848550 0.735398 -4.508924 -0.175 -0.207 0.108
Cl 4.283203 1.754601 -6.660548 0.086 0.148 -0.173
C 3.247451 1.252503 -8.006607 -0.111 -0.135 -0.108
Cl 3.076379 2.537670 -9.204671 -0.030 -0.044 -0.005
H 3.691871 0.384750 -8.481396 0.085 0.077 0.041
H 2.266607 1.001714 -7.617213 0.041 0.091 0.041
Cl -5.455805 -0.141355 1.902687 0.067 0.003 -0.045
C -5.026625 1.129501 3.055978 0.157 0.087 0.092
Cl -6.227561 1.266816 4.350389 0.106 0.023 -0.087
H -4.062465 0.891542 3.494235 -0.062 -0.095 -0.009
H -4.971132 2.075938 2.528597 -0.107 -0.049 -0.015
Cl 5.124974 -4.050494 -8.200287 -0.026 -0.041 0.047
C 3.375237 -3.814765 -8.185241 -0.004 -0.084 0.088
Cl 2.904419 -2.385107 -9.115107 -0.099 -0.004 -0.002
H 2.899735 -4.686213 -8.621890 0.056 0.066 -0.085
H 3.047765 -3.687767 -7.158759 0.060 0.075 -0.035
Cl -0.128375 -1.713810 6.130751 0.092 -0.006 -0.048
C -1.283914 -2.531487 5.073915 0.077 -0.063 -0.139
Cl -2.939248 -2.012015 5.408742 -0.135 -0.130 -0.065
H -1.046736 -2.296331 4.041085 -0.042 0.128 0.058
H -1.211772 -3.601237 5.237531 -0.057 0.056 0.103
Cl -8.836219 1.640347 6.281852 -0.062 -0.015 0.054
C -9.358740 2.999468 5.281755 0.058 0.018 -0.116
Cl -10.541757 4.009332 6.122304 -0.006 0.045 -0.058
H -8.492555 3.604684 5.036368 -0.009 -0.018 0.110
H -9.810340 2.612011 4.374960 -0.051 -0.038 0.093
```
Forces are in eV/Å.



Computed, not measured: C20H28F12KO12 as an isolated structure at a distorted geometry, with the ωB97M-V functional and the def2-TZVPD basis.

Values from the calculation:
HOMO energy (spin up / spin down) = 1.3 / 1.3 eV
HOMO-LUMO gap (spin up / spin down) = 2.13 / 2.13 eV
Maximum force = 5.0 eV/Å
Total charge = -2
Lowest unoccupied orbital energy (spin up / spin down) = 3.42 / 3.42 eV
Spin multiplicity = 2
ΔE to the lowest compared entry with this formula, charge and spin = 0.0 kJ/mol

Structure (XYZ):
```
73
Properties=species:S:1:pos:R:3:forces:R:3
K -0.436675 0.003411 -0.291673 -0.987 -0.416 -1.119
O -2.468222 -0.287741 -2.239365 -1.275 0.970 0.144
C -3.843451 -0.191032 -2.687325 2.769 -1.571 0.924
C -4.456533 -1.532362 -3.242333 -0.056 -1.800 0.448
O -4.531142 -2.750288 -2.551433 0.068 1.823 0.164
H -3.891997 0.597831 -3.437944 -0.259 0.230 -1.148
H -4.535018 0.187298 -1.934538 -0.366 -0.022 1.030
H -3.994343 -1.786838 -4.196125 0.967 0.468 -0.827
H -5.456797 -1.249877 -3.570616 -1.197 0.723 -0.164
O 0.104551 -5.452502 2.362223 0.930 3.113 -0.118
C 0.666498 -4.123835 2.292733 -1.532 -4.253 -1.019
C -0.001814 -3.120518 1.240399 -2.170 -0.976 -0.681
O -0.578646 -3.631228 0.038069 2.076 1.008 2.332
H 1.677662 -4.255316 1.907553 0.886 0.347 -0.168
H 0.734832 -3.736042 3.309115 -0.123 1.011 0.154
H 0.574774 -2.197939 1.173226 1.173 0.236 -0.887
H -0.863102 -2.653726 1.718292 -0.820 -0.487 0.525
C 4.405165 -2.017519 1.774736 1.052 -1.846 1.389
C 3.424769 -1.101914 1.203416 -0.775 0.316 -0.490
O 3.853478 0.241465 1.465279 0.380 1.515 -0.075
C 3.161364 1.236096 0.950770 -3.036 -0.588 -2.150
O 2.177187 1.138509 0.180219 3.148 0.420 2.639
C 3.637173 2.645830 1.431000 0.319 -0.638 1.046
F 2.632917 3.344698 1.914864 -0.987 0.169 -0.009
F 4.524466 2.559653 2.452330 0.150 -0.262 -0.496
F 4.183797 3.350528 0.460652 0.410 0.036 -0.671
H 4.102091 -3.041650 1.557030 -0.139 -0.050 -0.300
H 4.428111 -2.033912 2.864371 -0.129 0.445 0.133
H 5.446557 -1.931482 1.464563 -0.135 0.399 -0.420
H 2.455261 -1.194222 1.692945 -0.091 -0.297 -0.336
H 3.357994 -1.277679 0.129762 -0.334 0.314 -0.047
C -4.640707 1.935556 2.365949 0.437 -0.691 -0.980
C -4.264693 0.961692 3.472071 -0.261 0.461 0.969
O -2.834705 0.995344 3.774490 1.144 -0.911 -1.093
C -1.932760 0.404939 2.944278 -3.599 -1.317 -3.256
O -2.170795 -0.200278 1.871659 0.849 2.232 4.120
C -0.552468 0.649728 3.462616 2.006 -0.035 -0.438
F -0.319256 1.950881 3.656124 -0.064 0.127 -0.251
F -0.290232 0.042468 4.609056 -0.195 -0.391 0.268
F 0.353111 0.193622 2.542056 -0.531 0.442 0.680
H -5.699110 2.175260 2.263798 -0.065 -0.318 0.447
H -4.366228 1.406726 1.453204 -0.089 0.202 -0.347
H -4.099701 2.881173 2.331065 0.178 -0.087 0.578
H -4.618402 -0.056879 3.312404 0.403 -0.029 -0.577
H -4.666616 1.206658 4.455207 -0.107 0.385 -0.074
C 3.790222 -4.522555 -1.374834 1.017 -1.720 -0.326
C 2.560171 -3.832097 -1.833084 -0.557 -0.177 1.492
O 3.000811 -2.677762 -2.501799 0.434 2.275 -1.224
C 2.281062 -1.552532 -2.542242 -3.131 -0.452 1.284
O 1.117283 -1.435169 -2.129695 3.721 0.047 -1.184
C 3.078119 -0.329319 -3.165914 -1.730 -0.738 1.769
F 4.337867 -0.588933 -3.368395 1.597 -0.244 0.091
F 2.553124 0.037555 -4.291454 -0.841 0.293 -1.735
F 2.945797 0.712839 -2.324944 0.472 -0.154 0.056
H 4.422120 -4.876666 -2.189332 -0.169 -0.061 -0.412
H 3.463321 -5.421038 -0.851420 0.134 -0.011 0.269
H 4.510914 -3.984698 -0.758878 -0.608 0.482 0.309
H 2.009381 -3.588791 -0.924498 -0.505 0.407 -0.215
H 1.899923 -4.446277 -2.445426 0.159 0.128 -0.172
C -1.437863 3.194068 -3.482971 0.623 0.994 0.269
C -2.527176 3.746438 -2.592480 -0.587 -0.788 -1.815
O -2.034407 4.567688 -1.538023 0.403 0.605 1.910
C -1.330680 4.069404 -0.542579 0.867 -3.371 0.246
O -0.892460 2.904853 -0.440116 -1.194 3.497 -0.182
C -1.127237 5.038194 0.700541 0.120 -0.223 -1.957
F -1.580561 6.286989 0.484607 0.662 -0.005 -0.195
F -1.828996 4.578554 1.699575 -0.492 -0.722 1.222
F 0.172591 5.045632 1.039219 -0.491 0.404 -0.066
H -1.068584 2.238357 -3.111035 -0.277 -0.189 -0.514
H -0.636023 3.931929 -3.456326 0.441 0.016 0.111
H -1.752634 3.261445 -4.524364 -0.192 -0.830 0.079
H -3.175050 2.915396 -2.313696 0.097 0.045 0.896
H -3.139380 4.441910 -3.166609 0.003 0.084 0.142
```
Forces are in eV/Å.